[1]
Entry from the Open Molecules 2025 dataset: C6H10O in the gas phase (ωB97M-V/def2-TZVPD).

Geometry as ORCA input:
```
! wB97M-V def2-TZVPD RIJCOSX def2/J DEFGRID3
* xyz 0 1
C -2.1001 -0.2395 0.2048
C -1.1127 0.8006 -0.2740
C -0.0339 1.3375 0.6260
C 0.3388 0.4977 -0.5593
C 0.9184 -0.8892 -0.3184
C 2.3688 -0.9069 0.1212
O 3.1258 -0.4433 -0.6922
H -2.9427 0.2429 0.7118
H -1.6491 -0.9383 0.9167
H -2.5028 -0.8235 -0.6315
H -1.5561 1.5342 -0.9474
H 0.1931 2.3990 0.6194
H 0.0994 0.8511 1.5898
H 0.7620 1.0284 -1.4138
H 0.9467 -1.4091 -1.2901
H 0.3614 -1.5068 0.3755
H 2.7831 -1.5349 0.9614
*
```

## Properties
* frontier orbital gap: 10.572 eV

---

[2]
Entry from the Open Molecules 2025 dataset: 3 unconnected molecules or ions with the total composition C6H10O (ωB97M-V/def2-TZVPD).

Geometry as ORCA input:
```
! wB97M-V def2-TZVPD RIJCOSX def2/J DEFGRID3
* xyz 0 1
O 1.8603 -0.7818 1.0951
C 1.3476 -0.6340 -0.1334
C -0.0905 -1.2421 -0.4851
C -1.2845 -0.6603 0.2718
C -1.5221 0.7895 -0.1347
C -0.1695 1.4552 -0.1828
C 0.9642 0.7913 -0.2043
H 2.3754 0.6026 1.1708
H 2.0121 -0.9553 -0.9757
H 0.0375 -2.2918 -0.2543
H -0.2401 -1.1342 -1.5710
H -1.0630 -0.7104 1.3439
H -2.1833 -1.2546 0.0734
H -2.0112 0.8638 -1.1134
H -2.1480 1.3297 0.5917
H -0.0875 2.5225 -0.1238
H 2.2345 1.3226 0.6454
*
```

## Properties
* frontier orbital gap (spin up / spin down): 9.023 / 9.022 eV

---

[3]
Entry from the Open Molecules 2025 dataset: 2 unconnected molecules or ions with the total composition C6H10O (ωB97M-V/def2-TZVPD).

Geometry as ORCA input:
```
! wB97M-V def2-TZVPD RIJCOSX def2/J DEFGRID3
* xyz 0 1
C -1.2274 2.8355 0.1175
C -1.0956 1.3599 -0.0235
C -1.2799 0.5049 0.9546
O -1.6117 -0.0454 1.9438
H -0.8151 3.3372 -0.7632
H -0.6923 3.1942 1.0020
H -2.2806 3.1220 0.2007
H -0.8687 0.9628 -1.0061
C 0.7652 -2.2865 0.9389
C 1.0220 -1.2784 0.0923
C 1.3453 -1.4782 -1.3537
H 0.6435 -3.3078 0.5935
H 0.5975 -2.0930 1.9949
H 1.2198 -0.2683 0.4996
H 0.4958 -1.1684 -1.9696
H 1.5747 -2.5226 -1.5845
H 2.2075 -0.8680 -1.6370
*
```

## Properties
* frontier orbital gap: 9.503 eV

---

Record-wise energy above the lowest of the compared OMol25 structures with the same formula, charge and spin values, in kcal per mole: 24.0; 107.1; 38.8